[1]
ORCA calculation (ωB97M-V/def2-TZVPD) on a molecular structure, C43H36GeN5OPdSi.

```
88
Properties=species:S:1:pos:R:3:mulliken_charge:R:1
Pd -0.199 0.393 -0.109 -0.272
Ge -0.858 1.574 1.825 0.554
Si -0.421 2.444 -1.012 1.297
O 2.190 -0.299 -0.490 0.254
N -1.329 -1.501 -1.259 0.545
N 1.005 -2.638 -3.104 -0.647
N 4.350 -0.825 -0.143 -0.519
N 5.286 -3.366 -2.207 -0.644
N 0.178 -2.035 0.968 0.508
C -1.100 4.299 2.856 -0.657
C 0.018 0.341 -4.539 -0.417
C -2.669 5.851 0.011 -0.697
C -3.136 3.197 -0.580 -0.296
C -2.036 -3.821 -1.391 1.104
C -0.545 -3.064 0.391 -0.266
C -2.741 -2.243 -3.051 -1.070
C 2.394 2.960 -0.569 0.479
C -0.193 3.322 2.453 0.588
C -0.713 1.861 -2.788 0.096
C -1.964 1.658 -4.854 -0.621
C -1.150 -0.431 3.971 -0.440
C 1.205 3.409 -1.133 0.352
C -4.200 4.034 -0.289 -0.704
C 1.600 4.843 3.044 -0.654
C -2.020 -1.259 -2.343 -0.161
C 1.163 3.618 2.564 0.109
C -1.313 -2.778 -0.781 -0.164
C 2.447 5.256 -2.113 -0.811
C 1.108 0.006 3.345 0.076
C 0.193 0.920 -3.291 -0.397
C 3.588 3.645 -0.753 -0.837
C 0.637 -1.654 5.019 -0.480
C -1.789 2.223 -3.597 -0.319
C 3.115 -2.075 -1.763 0.141
C -1.816 3.659 -0.596 0.735
C 0.680 5.808 3.429 -0.510
C -0.675 5.530 3.335 -0.575
C 1.264 4.559 -1.928 -0.398
C -3.969 5.371 0.005 -0.613
C -0.716 -1.393 4.875 -0.573
C -2.751 -3.517 -2.572 -0.895
C -1.610 5.002 -0.283 -0.351
C -1.354 -5.347 0.333 -0.732
C -2.048 -5.115 -0.818 -0.851
C 3.153 -1.030 -0.802 0.803
C 3.616 4.800 -1.516 -0.652
C -0.250 0.282 3.189 0.181
C 1.949 -2.371 -2.493 0.117
C -1.067 0.710 -5.323 -0.694
C 1.553 -0.946 4.250 -0.616
C -0.597 -4.325 0.937 -0.565
C 4.284 -2.814 -2.030 -0.527
H -5.210 3.642 -0.281 0.411
H -2.610 -5.901 -1.307 0.366
H 0.750 -1.494 0.310 -0.367
H 1.019 6.767 3.801 0.368
H -1.359 -6.332 0.784 0.375
H -4.797 6.030 0.237 0.357
H -2.024 -0.237 -2.699 0.449
H -1.439 -1.942 5.466 0.392
H 1.038 0.605 -2.684 -0.023
H -1.212 0.255 -6.295 0.378
H 2.662 5.046 3.109 0.412
H 0.709 -0.421 -4.873 0.408
H 0.366 4.916 -2.422 0.445
H -2.469 6.886 0.260 0.416
H -2.215 -0.253 3.867 0.324
H 2.614 -1.144 4.346 0.400
H -0.023 -4.536 1.830 0.462
H -2.512 2.949 -3.243 0.304
H -3.296 -4.305 -3.077 0.377
H -0.603 5.398 -0.243 0.406
H 0.718 -2.264 1.789 0.196
H -2.164 4.105 2.783 0.266
H 2.460 6.148 -2.727 0.423
H -1.408 6.273 3.627 0.422
H 4.499 3.269 -0.303 0.393
H -3.334 2.148 -0.779 0.443
H 2.383 2.036 -0.003 0.130
H -3.267 -1.965 -3.953 0.476
H 5.195 -1.208 -0.534 0.203
H 4.546 5.336 -1.658 0.369
H -2.391 1.698 2.042 -0.377
H 1.837 0.513 2.722 0.007
H 0.978 -2.405 5.720 0.362
H 1.904 2.890 2.259 0.084
H -2.809 1.954 -5.465 0.416
H 4.418 0.064 0.320 0.211
```

Net charge: -1
Kohn-Sham gap: 7.782 eV
M: 845.91 g mol⁻¹

[2]
ORCA calculation (ωB97M-V/def2-TZVPD) on a molecular structure, C43H36IrN7O4Sb.

```
92
Properties=species:S:1:pos:R:3:mulliken_charge:R:1
Ir -0.615 -0.955 0.200 3.060
Sb 1.622 0.288 0.200 0.272
O -0.234 -7.280 1.633 -0.585
O -2.218 -6.493 1.012 -0.541
O -2.354 -2.076 0.060 -0.714
O -3.149 -4.154 0.272 -0.867
N -0.344 -1.372 -1.827 0.448
N 0.078 -2.836 0.743 -0.221
N -0.983 -0.628 2.197 -0.030
N -1.747 0.673 -0.264 0.442
N -1.829 0.343 2.611 0.035
N 1.209 -3.438 1.139 0.036
N -1.062 -0.639 -2.714 0.095
C -6.648 1.354 2.679 -1.624
C 4.722 -1.683 2.608 -0.689
C -4.185 0.846 2.555 -0.567
C -0.839 1.516 -3.769 -0.723
C 1.002 -4.746 1.371 -0.566
C -0.328 -5.007 1.114 0.463
C -0.300 -2.614 -2.332 -0.359
C -1.038 2.885 -3.816 0.510
C -2.991 0.700 1.851 -0.026
C -0.954 -2.675 -3.550 -1.434
C -2.249 -3.332 0.325 0.802
C 3.181 0.787 -2.392 -0.934
C 0.779 3.228 0.449 -0.228
C -0.867 -3.770 0.732 0.036
C 3.685 -0.047 4.032 -0.753
C 4.614 -1.061 3.843 -0.715
C -1.145 0.786 -2.623 -0.462
C -1.555 3.490 -2.669 -1.145
C -1.427 -1.391 -3.756 -0.135
C 2.851 0.338 2.992 -0.743
C -5.358 1.209 1.922 0.366
C 4.129 -0.871 -3.857 -0.688
C -1.592 0.635 3.901 -0.071
C -5.303 1.372 0.537 -1.110
C -1.811 2.773 -1.519 0.461
C -0.932 -6.369 1.275 0.329
C 3.891 -1.293 1.563 -0.736
C 3.164 2.877 0.351 -0.859
C -1.591 1.389 -1.446 -0.480
C 2.730 -0.212 -1.534 1.295
C 3.368 4.242 0.473 -0.768
C 2.280 5.101 0.582 -0.714
C -2.921 0.866 0.467 0.553
C 2.943 -0.291 1.753 1.165
C -0.690 3.685 -5.040 -1.581
C 3.675 -1.875 -3.012 -0.916
C 0.989 4.596 0.575 -0.643
C -0.209 -0.931 3.238 -0.105
C 3.875 0.456 -3.549 -0.844
C 2.974 -1.543 -1.863 -0.357
C 1.864 2.371 0.323 0.655
C -4.135 1.183 -0.165 -0.130
C -0.560 -0.164 4.343 -1.540
H 4.675 -1.126 -4.756 0.408
H 3.861 -2.914 -3.251 0.462
H -6.208 1.615 -0.007 0.427
H -0.882 3.121 -5.952 0.385
H 5.266 -1.356 4.655 0.424
H 0.216 -3.394 -1.800 0.402
H -2.639 -5.636 0.738 0.424
H -1.743 4.557 -2.673 0.420
H 2.132 1.135 3.153 0.568
H -0.452 0.990 -4.634 0.597
H 2.444 6.166 0.678 0.408
H 2.604 -2.347 -1.235 0.388
H -2.192 3.285 -0.645 0.604
H -7.244 0.442 2.615 0.297
H 2.987 1.830 -2.175 0.433
H 4.019 2.213 0.282 0.476
H 4.031 -1.744 0.584 0.478
H 0.142 5.263 0.669 0.478
H -2.182 1.377 4.409 0.614
H -0.119 -0.181 5.323 0.494
H 0.568 -1.670 3.145 0.557
H -1.272 4.605 -5.085 0.405
H -0.229 2.833 0.449 0.038
H 2.054 -2.900 1.283 -0.235
H -4.146 1.272 -1.243 0.574
H 0.366 3.962 -5.039 0.275
H 3.614 0.450 4.990 0.454
H -4.195 0.651 3.620 0.569
H 5.465 -2.454 2.450 0.471
H 4.375 4.636 0.490 0.445
H 4.218 1.241 -4.211 0.447
H -7.249 2.167 2.274 0.402
H 1.781 -5.407 1.710 0.547
H -6.469 1.561 3.734 0.387
H -1.075 -3.527 -4.194 0.504
H -1.980 -0.960 -4.573 0.554
```

Net charge: +1
Kohn-Sham gap: 7.408 eV
M: 1028.78 g mol⁻¹

[3]
ORCA calculation (ωB97M-V/def2-TZVPD) on a molecular structure, C43H36N5O2RuSTe.

```
89
Properties=species:S:1:pos:R:3:mulliken_charge:R:1
Te 0.063 1.150 -3.222 0.191
Ru -0.426 0.117 -0.592 -1.266
S 0.850 -4.232 0.002 -0.507
O -3.623 2.624 -0.990 -0.774
O 2.809 1.957 -1.348 -0.640
N 0.993 1.459 -0.037 0.332
N 0.593 -1.791 -0.778 2.427
N -1.589 1.748 -0.288 1.214
N -2.270 -0.639 -1.291 1.302
N 2.499 -0.729 0.961 -0.195
C 3.838 -0.130 -4.394 -1.710
C -2.841 2.432 -7.343 -0.560
C -1.479 0.341 -4.467 -0.891
C 3.968 -2.254 -5.681 -1.844
C 0.497 2.776 0.064 0.674
C -1.076 2.944 -3.466 -0.646
C 3.474 -3.711 -3.041 -0.089
C 0.718 5.125 0.531 -0.786
C -0.653 -2.160 1.208 0.800
C -1.711 -2.349 3.348 -0.841
C -1.698 2.792 -4.831 0.456
C -3.225 0.305 -1.229 0.258
C 5.075 -1.182 0.018 -0.500
C -2.075 3.890 -5.594 -0.812
C 1.299 3.889 0.312 -0.832
C 3.227 -1.744 1.408 -0.397
C -3.896 -2.219 -2.010 -0.917
C -0.962 -0.793 1.125 1.063
C 2.300 -1.675 -2.565 -0.011
C 1.551 -2.358 -1.607 -2.210
C -2.829 1.705 -0.803 -0.286
C 3.032 0.058 0.030 0.228
C -0.901 2.929 0.009 0.196
C -1.029 -2.941 2.302 -0.965
C 4.324 -0.123 -0.459 -0.179
C 2.260 1.243 -0.516 -0.196
C 4.515 -2.020 0.968 -0.667
C -2.467 1.331 -6.586 -0.789
C -1.997 -0.987 3.300 -0.831
C 4.166 -1.620 -4.297 2.002
C 0.193 -2.632 0.139 0.045
C 1.805 -3.704 -1.349 1.678
C -2.602 -1.874 -1.673 -0.624
C -0.665 5.268 0.510 -0.699
C 3.279 -2.338 -3.282 0.317
C -2.646 3.712 -6.846 -0.612
C 2.758 -4.399 -2.084 -1.193
C -4.886 -1.246 -1.955 -0.595
C 5.635 -1.761 -3.872 -1.607
C -4.541 0.035 -1.565 -0.803
C -1.479 4.178 0.251 -0.958
C -1.895 1.503 -5.333 0.664
C -1.632 -0.218 2.204 -0.574
H -3.277 2.290 -8.324 0.403
H -1.114 6.235 0.693 0.409
H -4.114 -3.234 -2.311 0.487
H 2.374 3.782 0.333 0.518
H 2.928 -2.165 -6.001 0.374
H -0.773 -3.994 2.345 0.443
H 4.521 0.345 -5.101 0.492
H -0.414 3.804 -3.393 0.756
H 2.757 -2.368 2.162 0.465
H 6.282 -1.270 -4.602 0.474
H 4.234 -3.312 -5.683 0.335
H -1.872 0.838 2.183 0.500
H -5.248 0.851 -1.510 0.591
H 1.350 5.983 0.724 0.410
H -2.005 -2.937 4.208 0.409
H -1.828 3.012 -2.679 0.174
H -2.612 0.330 -6.976 0.452
H -2.302 0.015 -3.829 0.128
H 4.228 -4.247 -3.604 0.471
H 3.949 0.379 -3.433 0.255
H -5.909 -1.487 -2.214 0.441
H -2.512 -0.521 4.131 0.452
H -1.915 4.889 -5.206 0.480
H 2.145 -0.613 -2.686 -0.710
H -1.800 -2.600 -1.720 0.443
H 2.954 -5.446 -1.895 0.405
H -1.118 -0.512 -5.037 0.633
H 4.596 -1.748 -6.417 0.466
H -2.928 4.573 -7.436 0.402
H 5.798 -1.294 -2.899 0.210
H -2.551 4.282 0.216 0.497
H 4.701 0.560 -1.206 0.476
H 2.821 0.041 -4.751 0.226
H 5.064 -2.859 1.374 0.437
H 6.081 -1.351 -0.346 0.429
H 5.941 -2.806 -3.802 0.327
```

Kohn-Sham gap (alpha / beta): 6.785 / 6.328 eV
M: 915.53 g mol⁻¹
Multiplicity: 2

[4]
ORCA calculation (ωB97M-V/def2-TZVPD) on a molecular structure, C43H37ErO3P2.

```
86
Properties=species:S:1:pos:R:3:mulliken_charge:R:1
Er -0.011 0.007 0.258 0.168
P 0.019 -1.760 -1.517 1.809
P 0.016 1.688 -1.629 0.794
O 0.074 2.028 4.450 -0.536
O 0.129 0.299 2.239 -0.383
O 0.145 -1.919 2.592 -0.706
C 0.745 -0.949 -4.050 -0.193
C 1.593 1.997 -2.374 1.090
C 2.011 -3.367 -2.480 -0.407
C 3.562 -3.260 -0.160 -0.785
C -2.353 -2.483 -0.188 -0.028
C -3.365 -3.397 0.100 -0.904
C 1.604 -2.589 -1.398 0.940
C -3.539 1.888 -4.451 -0.684
C 0.148 0.952 6.514 -0.616
C -0.294 -1.375 -3.217 0.872
C 2.378 -2.531 -0.229 -0.316
C 0.240 -1.443 6.762 -0.716
C -1.411 5.047 0.261 -0.747
C 2.990 3.493 -3.625 -0.778
C 0.134 0.826 5.108 0.627
C 0.201 -0.171 7.333 -0.331
C -2.202 -5.098 -1.165 -0.691
C 3.890 1.409 -2.794 -0.548
C 3.980 -4.035 -1.243 -0.738
C -2.619 1.389 -2.276 -0.271
C 2.665 1.108 -2.215 -0.435
C -3.711 1.489 -3.123 -0.902
C 3.198 -4.084 -2.402 -0.847
C -3.296 -4.703 -0.385 -0.697
C -1.341 1.717 -2.755 1.000
C 0.155 -0.748 3.055 0.905
C -0.247 3.063 -0.438 1.272
C -1.155 2.090 -4.082 -0.947
C -1.274 -2.895 -0.980 0.786
C 0.492 -0.713 -5.389 -1.019
C -2.256 2.177 -4.922 -0.706
C 0.440 4.213 1.574 -0.922
C -1.830 -1.278 -5.058 -0.837
C -0.565 5.156 1.370 -0.636
C 0.609 3.165 0.674 -0.624
C 1.759 3.202 -3.051 -0.585
C -1.589 -1.519 -3.719 -0.948
C -1.256 4.005 -0.643 -0.537
C -1.191 -4.196 -1.466 -0.319
C -0.794 -0.882 -5.907 -0.615
C 0.178 -0.473 4.513 0.270
C 4.058 2.598 -3.509 -0.727
C 0.228 -1.581 5.373 -0.594
H -4.709 1.248 -2.751 0.449
H 0.280 -2.322 7.403 0.406
H -0.337 -4.501 -2.063 0.397
H 1.748 -0.822 -3.654 0.738
H -2.740 1.056 -1.243 0.315
H -4.209 -3.088 0.720 0.448
H 4.164 -3.221 0.749 0.461
H 2.044 -1.927 0.624 0.030
H 3.516 -4.688 -3.251 0.452
H -0.694 5.976 2.074 0.433
H 0.114 1.942 6.974 0.428
H 1.307 -0.398 -6.044 0.462
H 0.938 3.912 -3.114 0.545
H -0.157 2.298 -4.457 0.550
H 0.041 2.054 3.479 0.255
H -1.919 3.909 -1.502 0.393
H 3.126 4.432 -4.163 0.450
H -2.138 -6.119 -1.536 0.454
H 0.692 0.129 -8.981 0.017
H 4.910 -4.599 -1.190 0.442
H -4.084 -5.418 -0.152 0.421
H 4.727 0.717 -2.680 0.486
H -4.396 1.962 -5.119 0.442
H 1.410 2.428 0.824 0.615
H 0.259 -2.590 4.964 0.405
H -2.113 2.464 -5.965 0.489
H 2.528 0.194 -1.631 0.156
H -2.394 -1.832 -3.058 0.449
H 1.104 4.290 2.436 0.542
H -2.840 -1.394 -5.451 0.461
H -2.194 5.785 0.101 0.454
H -0.990 -0.696 -6.962 0.213
H 5.021 2.834 -3.960 0.445
H -2.384 -1.461 0.210 0.125
H -0.059 0.131 -9.033 0.005
H 0.208 -0.059 8.416 0.399
H 1.409 -3.402 -3.385 0.512
```

Net charge: +2
Kohn-Sham gap (alpha / beta): 6.096 / 6.235 eV
M: 830.97 g mol⁻¹
Multiplicity: 4

[5]
ORCA calculation (ωB97M-V/def2-TZVPD) on a molecular structure, C43H37F4InN7O2.

```
94
Properties=species:S:1:pos:R:3:mulliken_charge:R:1
In 1.541 0.301 0.271 1.456
F -4.580 3.235 2.047 -0.300
F -7.563 0.849 -0.800 -0.281
F -5.754 -1.009 -1.130 -0.292
F -2.798 1.361 1.739 -0.087
O 4.181 1.566 -2.908 -0.624
O 3.713 -2.955 2.361 -0.623
N -9.514 3.075 -0.172 -0.415
N 2.283 1.260 -1.684 0.153
N -3.512 -3.107 -1.183 -0.473
N 2.157 -1.348 1.900 0.396
N 3.615 -0.609 -0.239 -0.164
N -6.758 5.298 2.157 -0.439
N -0.759 -0.762 0.845 -0.011
C 3.570 0.956 -2.057 -0.201
C 0.527 -1.029 3.618 1.257
C -0.575 2.629 -4.415 -1.747
C 0.637 3.488 -0.925 0.631
C 0.190 1.518 -4.725 -0.450
C -3.955 1.256 1.102 0.331
C 0.801 -1.397 -4.537 -1.620
C 1.040 -4.030 1.196 0.773
C 1.814 -0.303 -4.178 1.114
C -0.439 3.238 -3.177 -0.349
C 1.099 -1.859 2.611 -0.907
C -3.446 -2.100 -0.634 -0.656
C -4.873 2.211 1.275 0.155
C 1.303 1.673 -2.601 -0.650
C 0.493 2.782 -2.261 1.066
C 3.300 -2.065 1.646 -0.429
C 4.110 -1.611 0.469 0.551
C 4.254 -0.144 -1.297 0.709
C 5.970 -1.761 -1.003 -0.454
C 0.112 1.444 3.736 -1.232
C 0.531 -3.134 2.309 1.417
C 5.450 -0.692 -1.725 -0.796
C -1.874 -0.767 0.562 -0.057
C -6.188 2.151 0.649 0.054
C -0.571 -1.489 4.313 -0.359
C 1.132 0.316 3.960 0.497
C -1.108 -2.743 4.042 -1.777
C -4.175 0.086 0.274 0.558
C -6.901 4.311 1.587 -0.149
C 5.296 -2.230 0.119 -0.731
C -0.554 -3.552 3.058 -0.558
C 1.662 0.328 5.396 -1.655
C 1.108 0.994 -3.825 1.133
C -8.442 3.058 0.239 -0.220
C -5.485 0.019 -0.346 -0.224
C -0.079 -4.393 0.213 -1.451
C -6.411 0.970 -0.178 0.354
C -3.229 -0.873 0.087 0.832
C -7.124 3.114 0.816 1.331
C 1.686 -5.292 1.780 -1.686
C -0.596 3.189 -0.064 -1.027
C 2.813 -0.107 -5.326 -1.587
C 0.839 4.996 -1.082 -1.804
H 6.891 -2.233 -1.321 0.469
H 2.538 -5.034 2.407 0.379
H -0.529 -3.499 -0.226 0.175
H 0.325 -4.999 -0.598 0.502
H 1.055 5.456 -0.115 0.453
H -0.874 -4.966 0.693 0.316
H -0.765 2.111 0.030 -0.123
H 1.669 5.207 -1.757 0.434
H 1.982 0.486 3.301 0.305
H 0.853 0.159 6.111 0.321
H 1.522 3.097 -0.423 0.169
H 0.300 -1.179 -5.481 0.349
H -0.344 1.386 2.743 0.047
H -1.012 -0.877 5.091 0.466
H 3.571 0.630 -5.068 0.375
H 0.037 -1.503 -3.764 0.345
H 0.966 -5.849 2.382 0.356
H -0.693 1.395 4.472 0.330
H 2.033 -5.943 0.975 0.446
H 0.596 2.417 3.835 0.493
H 2.361 -0.657 -3.302 -0.249
H -1.968 -3.093 4.600 0.422
H 0.058 1.037 -5.687 0.374
H -1.287 3.013 -5.134 0.404
H -1.491 3.619 -0.522 0.408
H 5.936 -0.280 -2.598 0.577
H 2.117 1.293 5.621 0.456
H 1.800 -3.497 0.628 -0.078
H -0.056 5.474 -1.486 0.325
H 2.294 0.237 -6.224 0.363
H 5.656 -3.054 0.718 0.565
H -0.491 3.605 0.940 0.408
H 3.306 -1.052 -5.561 0.428
H 1.312 -2.355 -4.648 0.456
H -1.049 4.102 -2.941 0.400
H 2.414 -0.449 5.541 0.413
H -0.992 -4.523 2.862 0.433
```

Net charge: +1
Kohn-Sham gap (alpha / beta): 4.738 / 4.729 eV
M: 874.63 g mol⁻¹

Question: What is the M in the fourth record?
Answer: 830.97 g mol⁻¹

Question: Which of these has the highest M?
Answer: C43H36IrN7O4Sb